This record from the Open Molecules 2025 dataset describes a molecular structure, C41H48InN4O7SbSi3. The level of theory is ωB97M-V/def2-TZVPD.

```
105
Properties=species:S:1:pos:R:3:lowdin_charge:R:1
Sb 1.74 -0.33 -1.14 1.532
In -1.28 -0.42 0.47 0.883
Si 4.41 -0.43 0.71 0.471
Si 3.78 2.61 -0.17 0.531
Si -0.98 -1.07 -2.87 0.492
O -2.49 0.45 2.28 -0.026
O 0.03 -2.27 0.18 -0.251
O 0.70 -1.16 5.34 0.048
O -1.68 -0.39 6.89 0.064
O -3.57 0.90 5.05 0.049
O -3.18 0.50 -0.40 -0.070
O -0.04 -0.83 2.45 -0.028
N 1.02 1.69 1.25 0.061
N -4.07 -1.53 0.25 0.057
N -1.47 1.39 -3.11 0.050
N -2.82 -2.00 0.43 -0.053
C -1.99 0.12 3.39 -0.308
C 4.64 3.53 1.29 -0.168
C -2.69 -3.23 0.80 -0.052
C -1.39 3.74 -1.67 -0.068
C -0.34 0.13 -1.52 -0.528
C 3.10 0.92 0.38 -0.505
C -6.96 1.81 -1.54 -0.100
C -5.69 1.39 -1.16 -0.018
C -4.14 -0.28 -0.17 -0.492
C 3.69 -1.88 1.71 -0.157
C -0.40 -2.90 -2.64 -0.188
C -8.06 1.02 -1.24 -0.122
C 6.04 0.15 1.58 -0.182
C 5.13 -1.16 -0.92 -0.201
C 0.58 2.07 3.56 -0.053
C 0.92 -4.35 0.75 -0.014
C -0.82 1.42 -1.93 -0.442
C -7.90 -0.17 -0.54 -0.103
C -0.74 2.62 -1.20 -0.049
C -0.23 -0.79 -4.64 -0.194
C 2.43 3.88 -0.69 -0.171
C -2.09 2.47 -3.55 -0.146
C -2.87 -1.25 -3.10 -0.150
C -1.59 -5.31 1.33 -0.070
C -2.53 0.33 4.73 -0.306
C -0.71 -0.53 3.48 -0.321
C 2.32 0.89 -2.90 -0.287
C -5.51 0.18 -0.49 -0.121
C -1.55 -0.29 5.67 -0.283
C -1.48 -3.97 0.94 -0.144
C -0.37 -0.74 4.88 -0.310
C 2.24 1.23 1.54 -0.454
C 5.14 2.49 -1.52 -0.179
C -0.51 -6.15 1.43 -0.135
C -2.10 3.67 -2.87 -0.090
C 0.23 2.10 2.23 -0.147
C -0.18 -3.45 0.62 -0.372
C 1.84 1.57 3.88 -0.042
C 2.68 1.16 2.86 -0.039
C -6.63 -0.58 -0.17 -0.031
C 0.76 -5.65 1.14 -0.110
H 5.62 -0.41 -1.53 0.006
H 4.35 -1.62 -1.51 -0.015
H 2.15 1.50 4.91 0.114
H -3.10 -1.74 -4.04 0.023
H -4.82 1.98 -1.39 0.109
H -3.38 -0.29 -3.08 0.013
H 0.64 -2.95 -2.32 0.001
H -0.49 -3.44 -3.58 0.022
H -2.58 -5.70 1.57 0.100
H -0.79 -1.37 -5.36 0.013
H 3.15 0.40 -3.40 -0.009
H 1.47 0.91 -3.58 -0.025
H -0.75 2.47 1.92 0.119
H 1.89 4.20 0.19 0.027
H 3.99 3.54 2.16 0.018
H 4.22 -2.81 1.53 0.028
H -9.05 1.33 -1.56 0.087
H 5.87 -1.92 -0.69 0.020
H -0.63 -7.19 1.73 0.081
H 4.98 1.64 -2.17 -0.007
H 6.46 1.01 1.07 -0.002
H 4.87 4.56 1.03 0.021
H -7.09 2.74 -2.06 0.091
H -6.48 -1.50 0.37 0.102
H -1.37 4.66 -1.11 0.103
H -3.28 -1.85 -2.30 0.013
H 6.78 -0.64 1.56 0.018
H 2.87 4.76 -1.16 0.025
H 3.71 -1.70 2.78 0.031
H 1.90 -3.96 0.51 0.096
H 0.80 -1.13 -4.68 0.013
H 5.16 3.38 -2.14 0.021
H 6.12 2.39 -1.07 0.015
H 3.66 0.79 3.09 0.090
H 1.70 3.45 -1.37 -0.003
H -0.26 0.25 -4.94 0.000
H 1.63 -6.30 1.21 0.092
H 2.60 1.90 -2.64 -0.036
H -8.76 -0.77 -0.30 0.091
H -3.62 -3.79 0.96 0.129
H -0.21 2.61 -0.27 0.065
H -0.11 2.39 4.33 0.117
H 2.65 -2.02 1.44 0.003
H -1.01 -3.41 -1.91 0.016
H -2.62 2.35 -4.49 0.106
H 5.89 0.42 2.63 0.014
H 5.57 3.05 1.59 0.004
H -2.63 4.53 -3.26 0.084
```

Computed properties:
Total charge: -2
Energy above the lowest of the compared OMol25 structures with the same formula, charge and spin, kcal/mol: 29.47
Orbital gap, eV: 6.20

***

This record from the Open Molecules 2025 dataset describes a molecular structure, C41H49BaN4O4P2S. The level of theory is ωB97M-V/def2-TZVPD.

```
102
Properties=species:S:1:pos:R:3:lowdin_charge:R:1
Ba 0.53 -0.09 -0.24 1.573
S 2.46 1.42 -2.14 0.400
P -1.95 -1.69 -2.10 0.830
P 1.11 -1.66 -3.13 0.749
O 1.02 6.65 1.88 0.085
O 0.28 1.83 1.52 -0.257
O -1.19 -0.87 1.58 -0.256
O 0.93 7.70 -0.06 0.120
N 0.92 -2.66 0.78 -0.067
N 2.43 -0.23 1.78 -0.063
N -1.60 4.33 1.70 0.098
N -2.74 0.74 2.86 0.078
C -1.51 -1.79 2.38 -0.315
C 2.62 3.21 -0.04 -0.121
C -2.57 -1.60 3.34 -0.119
C -0.16 -5.47 -4.08 -0.069
C -3.11 -2.39 -0.85 -0.283
C 1.90 3.42 5.01 -0.260
C -2.45 -3.90 4.11 -0.262
C -3.14 -1.17 -3.40 -0.271
C 0.35 -3.38 1.65 -0.098
C 0.63 -0.65 -4.58 -0.272
C 0.91 4.06 4.34 0.017
C 1.12 5.13 -1.35 -0.040
C -3.03 -2.66 4.15 0.016
C 3.27 -2.04 0.27 -0.205
C -1.46 -5.49 -3.61 -0.072
C -3.28 2.08 3.05 -0.141
C -3.14 -0.32 3.50 0.013
C 2.35 2.21 4.45 0.031
C -1.99 -4.35 -3.02 -0.094
C -0.87 -3.08 2.40 -0.113
C -3.51 2.78 1.72 -0.140
C -1.35 -4.06 3.24 0.034
C 0.74 2.28 2.60 -0.319
C 1.18 6.60 0.68 -0.483
C 0.61 -4.32 -3.95 -0.087
C 2.31 4.39 0.60 -0.022
C 1.41 3.93 -1.98 -0.119
C 2.16 2.93 -1.34 -0.761
C 1.55 5.37 -0.05 -0.166
C -0.66 4.42 2.62 -0.018
C 2.57 0.45 2.84 -0.116
C -2.93 -5.05 4.95 -0.045
C -1.23 -3.19 -2.87 -0.395
C 1.84 1.64 3.30 -0.100
C -2.21 3.19 1.02 -0.144
C 0.28 3.52 3.18 -0.114
C 2.79 -2.17 -3.65 -0.284
C 3.41 -1.32 1.61 -0.213
C 2.55 3.98 6.25 -0.042
C 2.19 -3.13 0.25 -0.235
C 0.09 -3.17 -3.35 -0.395
H 3.18 -2.95 -2.99 0.038
H -3.94 -0.19 4.22 0.148
H 2.47 3.28 7.08 0.084
H 2.54 -4.01 0.81 0.118
H -3.85 -2.47 4.84 0.126
H -3.73 -4.74 5.62 0.078
H -3.01 -4.37 -2.66 0.095
H 1.06 3.75 -2.99 0.098
H 4.21 -2.53 0.03 0.122
H 0.66 -1.23 -5.50 0.054
H -4.13 3.66 1.88 0.121
H -0.60 5.42 3.03 0.128
H -4.07 2.12 1.05 0.123
H 0.81 -4.34 1.94 0.129
H -3.90 -2.99 -1.29 0.039
H -2.12 -5.45 5.56 0.085
H -2.59 2.66 3.67 0.125
H 3.37 0.17 3.54 0.129
H -1.95 0.57 2.22 0.105
H 3.23 2.47 0.46 0.097
H 3.17 1.70 4.94 0.127
H 3.43 -1.29 -3.55 0.035
H -2.41 3.49 0.00 0.134
H -3.31 -5.86 4.33 0.086
H 0.58 5.03 4.68 0.129
H -4.22 1.99 3.60 0.128
H -1.47 2.39 1.01 0.079
H -3.78 -2.00 -3.70 0.046
H -0.38 -0.25 -4.44 0.018
H 4.41 -0.89 1.67 0.124
H 1.23 7.57 -0.96 0.103
H 3.61 4.17 6.08 0.086
H 0.27 -6.35 -4.54 0.109
H 3.12 -1.30 -0.52 0.051
H 2.66 4.58 1.60 0.125
H -2.55 -3.00 -0.14 0.037
H 3.31 -2.03 2.43 0.126
H 2.83 -2.52 -4.68 0.047
H 2.08 4.91 6.54 0.080
H 2.03 -3.45 -0.79 0.098
H 0.51 5.86 -1.88 0.113
H -0.84 -5.02 3.24 0.130
H 1.31 0.20 -4.64 0.015
H -3.76 -0.36 -3.02 0.040
H -3.56 -1.56 -0.30 0.035
H 1.62 -4.33 -4.33 0.091
H -2.60 -0.81 -4.27 0.028
H -2.07 -6.38 -3.71 0.108
H -2.06 5.21 1.51 0.163
```

Computed properties:
Total charge: +1
Energy above the lowest of the compared OMol25 structures with the same formula, charge and spin, kcal/mol: 0.00
Orbital gap, eV: 5.95